Record 1
Below is one molecule with the formula C6H12 in a non-equilibrium geometry, with properties calculated with ωB97M-V/def2-TZVPD.

Each line ends with the Löwdin charge.
Geometry (Å):
C: -1.095720 -1.136743 -1.444345  -0.094
C: 0.751413 0.183040 1.586213  -0.159
C: -0.072551 1.113844 -0.653683  -0.171
C: 0.025850 -0.957965 0.810415  -0.182
C: 0.761156 1.470644 0.600504  -0.179
C: 0.012646 -0.458342 -0.658935  -0.398
H: -1.057198 -0.836394 -2.491378  0.072
H: 0.366378 2.363807 1.092611  0.089
H: -1.126886 1.379829 -0.518633  0.099
H: 1.768073 1.779293 0.255606  0.099
H: -2.051994 -0.807373 -1.021871  0.078
H: -1.086936 -2.235051 -1.396971  0.078
H: 1.781057 -0.087342 1.845954  0.089
H: 0.268240 0.325978 2.576430  0.097
H: 1.011151 -0.716552 -1.038677  0.136
H: 0.222803 1.731127 -1.554978  0.122
H: 0.505265 -1.961041 0.776136  0.114
H: -0.982748 -1.150758 1.235602  0.111

Atoms 1-6, force components in eV/Å:
-0.1 0.1 -0.2
0.2 0.3 -0.3
-0.2 -0.5 0.6
0.1 0.4 -0.4
-0.1 -0.2 0.4
0.0 0.2 -0.3

Properties
**Relative energy (zero: lowest compared OMol25 entry of this formula, charge and spin)**: 0.546 eV
**HOMO**: -10.75 eV
**Calculated total energy**: -235.7982 a.u.
**Kohn-Sham gap**: 0.44038 Eh
**Structure (SMILES)**: CC1CCCC1
**Strongest force on any atom**: 1.46 eV Å⁻¹

Record 2
Below is a 7-piece molecular cluster, C36H66N13O3 overall in a non-equilibrium geometry, with properties calculated with ωB97M-V/def2-TZVPD.

Each line ends with the Löwdin charge.
Geometry (Å):
O: -1.462358 0.012246 -0.964607  -0.120
O: 0.016110 -0.599534 -2.386341  -0.097
O: 0.385135 -0.681725 -0.212524  -0.107
N: -6.417454 2.525031 -8.052969  -0.081
N: -5.876489 0.910624 -6.608781  -0.078
N: -1.016742 -6.989295 -2.756464  -0.120
N: 1.739510 -4.136497 10.817041  -0.120
N: -2.141611 5.805632 4.353808  -0.022
N: -3.933904 4.549583 3.954802  -0.097
N: -2.913532 -7.072810 -1.537098  -0.037
N: 0.189060 -4.135235 9.216533  -0.079
N: 3.251563 2.830470 -8.674294  -0.118
N: -0.340770 -0.478935 -1.198607  -0.676
N: 5.649872 1.310457 5.238092  -0.086
N: 5.599147 1.977188 3.114665  -0.085
N: 5.373799 2.606411 -9.367191  -0.041
C: 4.033420 2.689897 -7.550270  0.008
C: 2.336958 -3.887262 12.116020  0.012
C: 5.946011 3.093032 3.909176  0.041
C: 0.226696 -6.637990 -3.260502  -0.014
C: -0.848151 7.918364 4.560068  -0.069
C: -2.795922 5.054679 3.418774  0.022
C: 5.863110 2.680780 5.214432  0.013
C: 0.979926 -5.269236 9.043378  0.040
C: -1.634858 -6.546849 -1.589346  0.064
C: 5.463809 0.476596 6.330743  -0.187
C: 5.376900 2.487708 -7.991096  0.023
C: -3.968415 -6.946364 -0.482947  -0.108
C: 5.433601 1.853449 1.698934  0.005
C: -0.750827 6.422993 4.267412  -0.126
C: 6.540270 2.610289 -10.316786  -0.163
C: -1.943689 -7.771270 -3.427276  0.003
C: -0.860253 -3.648184 8.371808  -0.172
C: -6.655258 -1.486095 -6.412822  -0.050
C: -5.450101 2.135297 -6.046918  0.036
C: -4.976377 3.762107 3.321049  0.012
C: -6.291807 1.142049 -7.866979  0.045
C: 0.574892 -3.499468 10.404446  0.064
C: -4.031891 4.952876 5.261301  -0.001
C: 5.540490 0.916869 3.950775  0.020
C: 1.820824 2.900056 -8.606699  -0.004
C: 2.004525 -5.277591 10.079775  0.045
C: -5.648237 -0.334478 -5.989355  -0.165
C: -5.790545 3.131917 -6.970510  0.006
C: -3.103172 -7.726469 -2.735072  -0.019
C: -2.879210 5.654207 5.540886  0.003
C: -4.439361 -5.430733 -0.460532  -0.056
C: -0.213357 -2.908356 7.188132  -0.064
C: 4.058504 2.775607 -9.825682  0.082
C: -7.140994 3.216961 -9.131996  0.026
C: 6.795410 0.337484 7.110436  -0.036
C: 7.562363 1.529072 -10.081621  -0.062
H: -2.539481 5.958675 6.519813  0.141
H: -5.028605 2.187371 -5.053929  0.136
H: -5.028095 3.853359 2.236111  0.106
H: 0.494902 -5.735306 -2.711556  0.112
H: 4.669397 1.046316 6.812850  0.137
H: -3.575305 -7.195189 0.502776  0.127
H: -6.680283 0.372893 -8.518050  0.163
H: 8.443340 1.610563 -10.718292  0.100
H: 2.926085 -4.772425 12.355821  0.106
H: -1.308144 -4.570256 8.001285  0.132
H: 7.019181 3.588789 -10.280743  0.134
H: 0.228249 -2.597776 10.887336  0.166
H: -6.713822 -2.261507 -5.649020  0.079
H: -6.398824 3.753054 -9.723510  0.105
H: -3.712502 -4.756411 -0.007678  0.076
H: -4.615689 -0.656002 -6.125671  0.136
H: -5.801965 -0.197143 -4.919026  0.130
H: 4.743804 2.548746 1.220555  0.112
H: -7.719138 -1.263605 -6.330500  0.081
H: 6.057303 4.055884 3.432791  0.142
H: -5.187983 -5.532696 0.325138  0.071
H: -1.108750 -5.922733 -0.882181  0.163
H: -1.630888 -3.042068 8.848077  0.140
H: -7.859871 3.896458 -8.674166  0.111
H: -4.805006 -7.583584 -0.769601  0.127
H: 0.800063 -5.972373 8.243601  0.135
H: 1.527474 -3.775990 12.837458  0.113
H: -0.968174 8.560505 3.687519  0.083
H: 7.576609 -0.081490 6.476180  0.088
H: -4.036748 -8.095847 -3.133080  0.145
H: 0.100997 8.202588 5.014425  0.086
H: 7.088985 0.553652 -10.193750  0.090
H: 1.399567 3.141246 -9.582649  0.109
H: -4.890426 2.701021 3.555155  0.108
H: -5.037090 -5.045401 -1.286574  0.081
H: 5.172763 0.815214 1.493637  0.106
H: 0.062234 -6.442470 -4.320135  0.118
H: -0.184820 6.031576 5.112712  0.119
H: -1.628609 -8.213340 -4.360919  0.148
H: 6.275378 2.331468 -7.412534  0.132
H: 2.622186 -6.104488 10.397785  0.139
H: 1.484133 1.941806 -8.211096  0.109
H: 5.306305 -0.093526 3.649718  0.172
H: -2.459526 4.848426 2.413447  0.167
H: -1.031095 -2.440785 6.639703  0.084
H: 5.927292 3.315476 6.085878  0.148
H: -4.889656 4.790854 5.897230  0.147
H: 3.626988 2.628768 -6.551531  0.136
H: 1.018180 -7.356617 -3.047845  0.118
H: 0.492295 -2.146711 7.519876  0.073
H: 7.286977 1.289627 7.310162  0.077
H: 7.910822 1.623293 -9.053131  0.072
H: 6.395772 1.993246 1.206203  0.111
H: 6.144455 2.551484 -11.330674  0.125
H: 1.538419 3.658349 -7.876393  0.107
H: 0.485045 -3.460008 6.558836  0.080
H: -1.664313 8.234633 5.209651  0.084
H: 6.745559 -0.158667 8.079691  0.087
H: -6.504338 -1.820935 -7.439085  0.074
H: -5.812297 4.202916 -6.833021  0.138
H: -7.631725 2.532195 -9.823642  0.107
H: -0.255330 6.187287 3.325594  0.127
H: 3.003322 -3.024706 12.122660  0.108
H: 3.813269 2.854775 -10.874486  0.160
H: 5.029475 -0.495721 6.098283  0.135
H: -5.944947 4.147703 3.639305  0.109

Atoms 1-6, force components in eV/Å:
-1.0 -0.1 -0.2
0.6 -0.8 0.2
1.2 -0.9 -0.2
1.2 -2.9 1.0
1.0 3.2 -1.7
-4.8 -0.9 3.3

Properties
**Relative energy (zero: lowest compared OMol25 entry of this formula, charge and spin)**: 1.029 eV
**Charge**: +5
**HOMO**: -13.63 eV
**Calculated total energy**: -2347.0786 a.u.
**Kohn-Sham gap**: 0.22124 Eh
**Strongest force on any atom**: 5.89 eV Å⁻¹

Record 3
Below is C17H22BN4O11Pt as an isolated structure in a non-equilibrium geometry, with properties calculated with ωB97M-V/def2-TZVPD.

Each line ends with the Löwdin charge.
Geometry (Å):
Pt: -1.206249 -0.332682 -1.190037  1.323
O: -0.194466 3.017400 2.692822  0.005
O: 1.744166 -0.135808 -0.089980  0.054
O: -6.122499 3.124245 2.802528  0.022
O: -5.374305 0.198139 -0.848601  -0.037
O: -3.344128 -0.643030 -1.062580  -0.252
O: -0.425584 -2.736156 -0.290180  0.040
O: 0.483982 2.175686 0.821856  0.080
O: -1.551343 1.580829 -1.046356  -0.243
O: -4.450652 4.180806 3.783080  0.032
O: 1.430672 0.108922 -2.446337  0.060
O: -1.618517 -3.016056 -2.182315  -0.059
N: -4.149916 0.336940 -0.616995  -0.343
N: -4.915010 3.456802 2.883235  -0.327
N: -0.416063 2.586700 1.528698  -0.307
N: -1.633918 -0.297925 2.243713  0.211
C: -2.667895 3.223780 1.968196  0.048
C: 3.062084 -2.087824 -0.331771  -0.023
C: -4.038812 2.890337 1.870915  -0.146
C: 2.844544 -0.393817 -2.270341  -0.464
C: -1.033232 -2.305049 -1.257976  -0.624
C: 3.676917 0.727875 -2.824311  -0.025
C: 0.476073 -0.399672 3.802963  -0.219
C: 1.132271 -1.723250 3.423364  -0.117
C: 3.031526 -0.645139 -0.762526  -0.445
C: -4.622663 1.974397 1.008621  0.106
C: -2.295733 -2.383179 -3.330865  -0.022
C: -1.814938 2.587108 1.138940  -0.115
C: -3.656914 1.351146 0.147925  -0.119
C: 2.925805 -1.620303 -3.122492  -0.016
C: 4.126736 0.143416 -0.126148  -0.022
C: -2.284933 1.774124 0.044910  -0.264
C: -0.739008 -0.392257 2.977701  -0.225
B: 0.884224 -0.041619 -1.178660  -0.668
H: 3.862536 1.255795 -0.265591  0.127
H: 3.529824 0.883166 -3.892093  0.092
H: -3.019268 -1.681847 -2.950005  0.058
H: 5.122388 -0.064947 -0.576166  0.099
H: 3.151165 -2.144677 0.758834  0.084
H: -1.523691 -1.951696 -3.913745  0.071
H: 3.403703 1.623661 -2.243436  0.099
H: -2.787830 -3.133832 -3.948476  0.089
H: 2.023743 -1.950242 4.045653  0.070
H: 1.391478 -1.703683 2.328512  0.073
H: 0.212859 -0.264131 4.870383  0.118
H: 3.895056 -2.138893 -2.948866  0.101
H: -5.631720 1.671196 1.024505  0.108
H: 2.162382 -2.356720 -2.834102  0.099
H: -2.290447 3.995979 2.628228  0.128
H: 2.847800 -1.367101 -4.172478  0.089
H: 1.007616 0.531515 3.428439  0.129
H: 2.150861 -2.615755 -0.611910  0.084
H: 4.758531 0.571313 -2.624429  0.092
H: 3.943274 -2.662433 -0.709952  0.103
H: 0.426061 -2.627545 3.533628  0.107
H: 4.101471 -0.153991 0.912081  0.084

Atoms 1-6, force components in eV/Å:
2.0 -2.3 1.5
-0.2 -0.6 -1.5
0.9 -0.8 -2.3
1.9 1.0 0.6
-0.1 0.2 0.3
-0.3 0.6 0.0

Properties
**<S²>**: 2.039
**Relative energy (zero: lowest compared OMol25 entry of this formula, charge and spin)**: 0.841 eV
**Charge**: -1
**HOMO (alpha / beta)**: -3.35 / -5.58 eV
**Multiplicity**: 3
**Calculated total energy**: -1851.6120 a.u.
**Kohn-Sham gap (alpha / beta)**: 0.20602 / 0.23141 Eh
**Strongest force on any atom**: 3.79 eV Å⁻¹

Record 4
Below is C42H44CdN5OSb as an isolated structure in a non-equilibrium geometry, with properties calculated with ωB97M-V/def2-TZVPD.

Each line ends with the Löwdin charge.
Geometry (Å):
Sb: 0.950466 1.826397 1.914066  1.543
Cd: 1.094108 0.586018 -1.008772  1.236
O: -1.226692 0.027248 1.177696  -0.131
N: 1.719636 -1.547913 0.175708  0.034
N: -0.283236 -1.126716 -1.534462  -0.045
N: 0.090914 -2.358192 -1.349856  0.059
N: -0.897484 1.447962 -2.030581  0.010
N: -3.006541 -1.029376 2.126274  -0.173
C: 1.758569 -3.828997 -0.576248  -0.014
C: 3.830550 2.702369 0.521015  -0.082
C: -2.945035 -0.345584 3.396581  -0.037
C: 3.311591 1.702639 3.946507  -0.131
C: -0.009856 2.815341 5.149119  -0.044
C: 3.940414 -0.114577 5.373563  -0.083
C: -2.300430 3.562951 4.489860  -0.053
C: -3.793226 -0.249138 -3.512935  -0.079
C: 1.198921 -2.536556 -0.580103  -0.356
C: -3.311350 3.766445 3.567462  -0.083
C: 2.764831 -0.762800 5.038585  -0.052
C: 3.189817 3.873859 1.201191  -0.331
C: -0.875103 2.657453 2.784335  -0.336
C: -0.537337 5.425789 -3.240175  -0.108
C: 2.011342 6.098350 2.402277  -0.086
C: 2.659288 0.752997 -2.506848  -0.306
C: 0.632751 -0.952402 3.746552  -0.061
C: -3.423073 -1.600354 -3.339008  -0.103
C: -1.076241 3.014840 4.116403  -0.320
C: -1.223277 3.176299 -3.736277  -0.043
C: -1.402117 -0.871564 -2.213859  -0.261
C: -1.732777 0.521592 -2.457302  -0.238
C: -0.312006 3.712195 -1.577797  -0.055
C: 3.395874 -3.049063 0.972780  -0.063
C: 4.212680 1.124754 4.825575  -0.083
C: -2.991088 0.766744 -3.090649  -0.032
C: 1.866527 -0.203065 4.137823  -0.332
C: 1.383324 4.865532 2.437747  -0.119
C: 2.860199 -4.081054 0.204499  -0.071
C: -1.898092 2.854704 1.865881  -0.147
C: -2.136078 -0.778997 1.143889  -0.315
C: 2.142103 1.049496 3.588387  -0.325
C: -2.264137 -1.895612 -2.688862  -0.037
C: -3.984359 -2.083646 1.981653  -0.048
C: 2.785127 -1.809499 0.915346  -0.165
C: -3.108748 3.407788 2.246663  -0.081
C: 1.969393 3.747603 1.866766  -0.339
C: 3.803853 5.118523 1.157548  -0.051
C: -0.146786 5.021036 -1.973559  -0.091
C: -1.067899 4.493909 -4.117248  -0.094
C: 3.231918 6.223558 1.763806  -0.084
C: -0.865955 2.754364 -2.444699  -0.308
H: 3.926177 1.850629 1.196487  0.058
H: 4.641248 -0.577825 6.054636  0.102
H: -0.250883 3.349520 6.064070  0.081
H: -4.076849 -2.382641 -3.697109  0.095
H: -4.757604 -1.963732 2.736196  0.087
H: -3.894265 3.549216 1.518264  0.104
H: 3.737720 7.178272 1.734949  0.101
H: -4.249407 4.203982 3.880973  0.102
H: -1.573371 2.447775 -4.451738  0.105
H: -2.326455 -1.394871 0.253250  0.131
H: 4.749109 5.223663 0.643191  0.108
H: -0.017785 3.413136 -0.576038  0.054
H: 2.327406 0.195133 -3.384928  -0.061
H: -0.421040 6.454470 -3.542805  0.094
H: 0.294801 5.731156 -1.290607  0.101
H: 1.550147 6.952480 2.877860  0.101
H: 5.128496 1.642120 5.072433  0.103
H: 4.255821 -3.203529 1.603440  0.100
H: -0.245204 -0.325671 3.867574  0.048
H: -2.460883 3.825831 5.527275  0.108
H: 0.096189 1.757362 5.388732  0.080
H: -3.913848 0.100145 3.637389  0.098
H: 0.692414 -1.228962 2.695396  0.055
H: -3.316905 1.790301 -3.209243  0.105
H: 3.607482 0.316869 -2.186719  -0.063
H: 2.856650 1.774552 -2.834094  -0.061
H: 3.530822 2.679247 3.535579  0.091
H: 3.300720 -5.067746 0.227429  0.106
H: 1.308792 -4.585448 -1.199707  0.107
H: -4.734329 -0.024932 -3.994652  0.104
H: -2.664304 -1.042055 4.190593  0.097
H: 0.507821 -1.851656 4.344457  0.086
H: -1.763724 2.551646 0.835729  0.077
H: -3.526498 -3.068237 2.107380  0.093
H: -1.957362 -2.916284 -2.505904  0.100
H: -4.444291 -2.037987 0.994758  0.091
H: 3.224370 2.391043 -0.334854  0.025
H: 0.951953 3.166875 4.781019  0.064
H: 0.417290 4.777159 2.916560  0.086
H: -2.205431 0.450048 3.321727  0.058
H: 4.821752 2.960020 0.154697  0.083
H: 3.162335 -0.981984 1.510617  0.101
H: -1.358093 4.798609 -5.113324  0.100
H: 2.549978 -1.730406 5.472681  0.108

Atoms 1-6, force components in eV/Å:
0.2 0.7 0.4
0.0 0.4 0.0
0.2 0.1 0.0
-0.6 -0.1 -0.6
0.9 -1.7 0.5
-1.7 1.1 -0.9

Properties
**HOMO (alpha / beta)**: -6.61 / -6.61 eV
**Calculated total energy**: -2383.8023 a.u.
**Kohn-Sham gap (alpha / beta)**: 0.20974 / 0.20965 Eh
**Strongest force on any atom**: 2.22 eV Å⁻¹